Entry 1:
# C38H44N3O9PPt

A structure of composition C38H44N3O9PPt (wB97M-V/def2-TZVPD, the Open Molecules 2025 dataset).

```
96
Properties=species:S:1:pos:R:3:forces:R:3:mulliken_charge:R:1
Pt -0.6602 0.3400 -0.0146 -0.509 0.173 0.264 1.291
C 0.0946 0.4588 4.3278 0.104 -0.052 0.069 -0.195
O -1.2578 0.1788 4.7018 -0.012 0.162 -0.006 -0.559
C -2.1446 -0.4261 3.8590 -0.060 -0.123 0.009 -0.051
C -3.2684 -0.9400 4.4676 0.017 -0.008 0.046 -0.616
C -4.2959 -1.5400 3.7327 -0.008 -0.024 -0.020 -0.848
C -4.1756 -1.6194 2.3680 0.026 0.022 0.018 -0.878
C -3.0456 -1.1074 1.7039 0.080 0.101 0.014 0.811
C -3.0359 -1.2452 0.2633 0.107 -0.308 0.082 -0.923
N -2.1234 -0.8254 -0.5346 -0.149 0.247 -0.008 0.903
N -2.2792 -1.0885 -1.8870 0.003 0.065 0.050 -0.967
C -1.4573 -0.3171 -2.5530 0.011 -0.042 -0.177 0.158
O -0.6784 0.5655 -2.0527 0.222 -0.055 0.253 -0.340
C -1.3945 -0.5190 -4.0274 -0.021 0.093 -0.031 0.035
C -0.2558 -0.0954 -4.7022 0.023 0.002 -0.001 0.248
C -0.1480 -0.2899 -6.0718 -0.009 0.002 -0.011 -0.667
C -1.1778 -0.9023 -6.7731 0.000 -0.011 0.011 -0.353
C -2.3142 -1.3323 -6.0972 0.003 0.002 -0.007 -0.640
C -2.4207 -1.1474 -4.7273 -0.009 0.028 0.014 -0.379
C -1.9939 -0.4933 2.4393 -0.011 -0.198 -0.161 0.886
O -0.9075 -0.0011 1.9256 -0.031 0.071 0.042 -0.008
H 0.5181 0.9567 5.1999 0.013 -0.029 0.018 0.262
H 0.1674 1.0932 3.4513 0.022 0.024 0.058 -0.148
H 0.6447 -0.4655 4.1347 -0.024 0.036 -0.033 0.175
H -3.3312 -0.8538 5.5461 0.002 0.000 0.003 0.441
H -5.1667 -1.9363 4.2396 -0.004 0.001 -0.006 0.344
H -4.9564 -2.0787 1.7718 0.011 -0.021 0.003 0.367
H -3.8649 -1.7690 -0.2048 0.035 -0.074 0.030 0.308
H 0.5403 0.3535 -4.1241 0.044 -0.032 0.040 -0.005
H 0.7476 0.0315 -6.5893 0.002 -0.002 0.006 0.414
H -1.0921 -1.0550 -7.8429 -0.004 0.005 -0.002 0.363
H -3.1181 -1.8153 -6.6407 0.002 -0.006 0.000 0.368
H -3.2898 -1.4875 -4.1801 -0.003 0.002 -0.009 0.411
C 2.3705 2.7895 -3.3809 0.012 0.060 0.065 -1.262
C 1.6640 3.6852 -2.3740 0.063 0.004 0.002 1.822
C 2.6067 4.7698 -1.8650 -0.011 0.013 0.001 -1.845
C 0.3996 4.3001 -2.9648 -0.002 -0.011 0.007 -1.440
O 1.2282 2.7950 -1.3365 -0.037 -0.025 -0.010 0.444
P 1.3016 2.9408 0.2328 0.006 0.050 0.136 -0.553
O 2.5945 3.4108 0.7695 -0.013 -0.009 0.071 -0.903
O 0.7533 1.6348 0.7946 -0.005 -0.077 -0.449 -0.138
O 0.1614 4.0964 0.4500 -0.035 0.006 -0.085 -0.194
C -0.4393 4.4114 1.7134 0.025 0.000 0.000 2.001
C 0.5430 4.2760 2.8757 0.017 -0.014 -0.010 -1.554
C -0.8770 5.8653 1.5740 -0.038 -0.003 0.050 -2.142
C -1.6504 3.5054 1.9243 0.031 -0.038 -0.016 -1.258
H 2.7253 3.3768 -4.2337 -0.003 -0.005 0.002 0.447
H 1.6746 2.0281 -3.7243 -0.001 -0.040 -0.046 -0.097
H 3.2020 2.2674 -2.9052 -0.010 -0.025 -0.029 0.375
H 2.8993 5.4020 -2.7083 -0.003 -0.007 -0.006 0.473
H 3.4921 4.3262 -1.4137 -0.002 0.007 -0.001 0.388
H 2.1208 5.3882 -1.1086 0.004 0.008 -0.010 0.238
H 0.6465 4.9402 -3.8165 -0.002 -0.005 -0.002 0.408
H -0.1156 4.8921 -2.2060 0.004 0.001 -0.002 0.188
H -0.2679 3.5024 -3.2951 -0.005 0.006 0.001 0.147
H 1.3628 4.9872 2.7732 0.020 -0.024 -0.020 0.378
H 0.9783 3.2783 2.9071 -0.035 -0.021 0.022 0.185
H 0.0142 4.4574 3.8153 0.009 0.042 -0.006 0.473
H -0.0065 6.5022 1.4084 0.002 0.002 0.005 0.425
H -1.3966 6.1981 2.4766 0.001 0.002 -0.002 0.406
H -1.5511 5.9675 0.7217 0.001 -0.001 -0.001 0.367
H -1.3610 2.4637 1.7909 -0.002 0.004 0.062 0.138
H -2.4293 3.7396 1.1953 0.014 -0.027 -0.027 0.337
H -2.0583 3.6310 2.9309 -0.023 0.039 -0.016 0.436
C -1.3674 -4.4812 3.2731 -0.010 0.004 -0.002 -1.842
C -1.1300 -4.2940 1.7957 -0.002 -0.020 -0.007 1.220
C -2.0762 -4.7688 0.8936 0.027 -0.014 -0.008 -0.946
C -1.9176 -4.5538 -0.4688 -0.007 -0.006 0.044 -0.922
C -0.7887 -3.9104 -0.9334 0.059 -0.013 -0.037 -0.791
C 0.1870 -3.4432 -0.0479 -0.037 -0.025 -0.007 -0.355
N 1.2706 -2.7539 -0.5945 -0.069 0.144 -0.102 0.424
C 2.5874 -2.8262 -0.1962 0.049 -0.012 -0.059 0.888
C 3.0840 -3.9471 0.4842 0.047 0.016 -0.004 -0.743
C 4.4017 -3.9906 0.9085 -0.008 0.003 -0.003 -0.456
C 5.2611 -2.9345 0.6364 0.018 0.001 0.009 -0.749
C 4.7894 -1.8636 -0.1149 0.009 -0.055 -0.036 -0.455
C 3.4782 -1.7895 -0.5571 0.037 -0.041 -0.050 -0.247
C 3.0822 -0.6344 -1.4982 -0.052 -0.124 -0.081 0.187
O 4.0203 -0.0375 -2.0534 0.026 0.089 0.082 -0.841
O 1.8458 -0.4379 -1.6579 0.221 -0.156 -0.188 -0.427
C -0.0033 -3.5980 1.3373 -0.053 0.090 0.074 1.849
C 0.9215 -2.9267 2.3168 -0.096 0.047 0.060 -1.838
H -2.1702 -5.2012 3.4400 -0.009 0.020 0.001 0.435
H -1.6585 -3.5403 3.7485 -0.025 0.031 -0.006 0.245
H -0.4731 -4.8411 3.7861 0.006 -0.008 -0.009 0.336
H -2.9537 -5.2860 1.2680 0.004 0.008 0.000 0.290
H -2.6725 -4.8924 -1.1688 -0.004 0.000 -0.003 0.372
H -0.6413 -3.7367 -1.9920 -0.006 0.001 0.009 0.452
H 1.0978 -1.8989 -1.1545 0.081 0.031 0.079 0.082
H 2.4158 -4.7779 0.6812 0.007 0.010 0.011 0.550
H 4.7561 -4.8588 1.4552 0.002 -0.005 -0.004 0.362
H 6.2889 -2.9567 0.9802 0.001 -0.003 -0.002 0.352
H 5.4406 -1.0490 -0.4066 -0.005 -0.006 -0.006 0.442
H 1.3071 -1.9974 1.8954 0.002 -0.017 -0.007 0.220
H 1.7832 -3.5472 2.5775 -0.042 0.023 0.022 0.439
H 0.3891 -2.6812 3.2358 -0.027 0.025 -0.014 0.570
```
Forces are in eV/Å.

Output
- E_LUMO (eV) = 4.3
- HOMO (Ha) = -0.082
- HOMO-LUMO gap (eV) = 6.56
- net charge = -2
- multiplicity = 1

Entry 2:
# C58H56BrGe2PdS4

A structure of composition C58H56BrGe2PdS4 in a non-equilibrium geometry (wB97M-V/def2-TZVPD, the Open Molecules 2025 dataset).

```
122
Properties=species:S:1:pos:R:3:forces:R:3:mulliken_charge:R:1
Pd -1.0173 1.4821 -1.7792 -0.199 -0.596 -0.636 -0.880
Br -1.4558 3.7828 -2.6587 -0.287 0.153 -0.414 0.063
C -2.2110 3.2368 -4.3560 0.024 0.167 -0.031 0.953
C -2.5705 4.2198 -5.2282 0.103 0.022 0.243 -0.786
C -3.1020 3.8534 -6.4782 -0.041 -0.109 -0.081 -0.631
C -3.2521 2.5343 -6.8041 -0.040 0.155 -0.079 -0.859
C -2.8877 1.5113 -5.9001 0.111 0.140 0.233 0.937
C -3.0363 0.1411 -6.2185 -0.021 -0.217 -0.051 -0.829
C -2.6622 -0.8338 -5.3385 -0.041 0.031 -0.104 -0.955
C -2.1201 -0.4873 -4.0806 0.017 0.154 0.105 0.372
C -1.9806 0.8271 -3.7329 0.357 0.164 0.541 -1.038
C -2.3450 1.8586 -4.6263 -0.098 -0.149 -0.151 0.873
H -2.4480 5.2626 -4.9684 0.005 -0.004 -0.018 0.438
H -3.3846 4.6316 -7.1737 -0.008 -0.021 -0.022 0.397
H -3.6537 2.2607 -7.7721 -0.011 -0.035 0.018 0.402
H -3.4563 -0.1269 -7.1804 0.012 0.033 -0.005 0.389
H -2.7789 -1.8787 -5.5975 -0.013 0.011 -0.031 0.449
H -1.8230 -1.2778 -3.3979 -0.009 0.005 0.019 0.505
C -2.9412 6.1048 -0.1896 0.032 -0.055 -0.003 -1.464
C -2.8964 4.8492 0.6366 -0.039 -0.004 0.039 0.499
C -3.9247 3.9169 0.5850 0.007 0.131 -0.067 -0.717
C -3.9175 2.7774 1.3820 0.079 -0.221 -0.072 0.863
C -5.1119 1.8575 1.4001 -0.038 0.043 0.088 -1.336
C -2.8134 2.5419 2.2236 0.080 0.149 -0.002 0.487
C -1.7926 3.4958 2.3283 -0.043 -0.086 -0.001 0.387
C -0.6938 3.3678 3.3487 -0.054 -0.027 -0.069 -1.085
C -1.8457 4.6264 1.5208 0.015 -0.052 -0.069 -0.759
C -2.7932 1.2976 3.0409 -0.081 -0.150 0.111 -0.354
C -3.4810 1.2510 4.2484 0.114 0.073 -0.056 -0.249
C -3.5682 0.0636 4.9582 -0.041 -0.002 0.055 -1.230
C -2.9750 -1.0863 4.4681 0.003 -0.057 -0.065 0.055
C -2.2622 -1.0712 3.2699 0.031 0.048 0.209 -0.482
C -2.1606 0.1356 2.5788 0.178 0.142 -0.630 0.710
Ge -1.3152 0.2293 0.7878 0.724 -0.163 1.051 1.022
S -2.9651 0.7167 -0.6173 -0.145 0.296 -0.189 -0.555
S -0.1287 -1.5652 0.0979 -0.057 0.812 -0.605 -0.034
Ge 1.3962 -0.0842 -0.7333 0.389 -0.529 1.143 0.454
S 0.9695 0.4520 -2.8370 0.117 0.294 -0.369 -0.259
S 0.4926 1.6989 0.4547 -0.416 -0.769 -0.179 -0.487
C 3.2806 -0.6769 -0.4734 -0.571 0.204 -0.230 0.529
C 3.8669 -1.5406 -1.4157 0.096 -0.072 0.172 -0.297
C 5.1958 -1.9144 -1.2415 -0.088 0.038 -0.011 -0.004
C 5.9308 -1.4422 -0.1669 0.072 -0.036 0.006 -1.110
C 5.3395 -0.6047 0.7606 -0.037 0.008 -0.004 0.115
C 4.0069 -0.2194 0.6253 0.096 0.037 0.002 -1.401
C 3.4284 0.6295 1.7034 0.020 0.104 0.241 0.921
C 3.5574 2.0193 1.6650 0.063 -0.130 -0.036 0.652
C 4.1454 2.7315 0.4739 -0.044 -0.022 0.061 -1.937
C 3.1506 2.7663 2.7659 -0.046 0.030 0.032 -0.411
C 2.6208 2.1679 3.8984 -0.057 0.021 -0.072 0.182
C 2.2465 2.9771 5.1085 0.028 -0.034 -0.005 -1.724
C 2.4683 0.7840 3.9038 0.018 0.035 -0.003 -0.581
C 2.8711 0.0021 2.8317 0.059 0.002 -0.107 0.991
C 2.7212 -1.4966 2.8912 0.235 0.118 -0.093 -1.425
C 3.1037 -2.1535 -2.5372 -0.101 -0.027 -0.188 0.219
C 3.2402 -1.6833 -3.8473 -0.020 -0.028 0.177 0.945
C 4.1778 -0.5561 -4.1881 -0.088 -0.004 -0.011 -1.833
C 2.4792 -2.2677 -4.8549 -0.060 0.039 0.017 -0.885
C 1.5934 -3.3009 -4.5924 -0.003 -0.028 0.047 0.665
C 0.7526 -3.9071 -5.6814 0.032 0.010 0.038 -1.501
C 1.5180 -3.7959 -3.2918 0.020 0.017 -0.052 -0.865
C 2.2784 -3.2581 -2.2647 -0.018 0.088 0.045 0.967
C 2.2624 -3.8878 -0.8938 -0.074 0.064 -0.144 -1.256
C -1.6112 -2.3235 2.7952 0.053 -0.283 -0.008 0.113
C -2.1861 -3.1080 1.7897 -0.075 0.077 0.254 1.508
C -3.4980 -2.7406 1.1464 0.071 0.038 -0.039 -1.758
C -1.5265 -4.2628 1.3762 0.040 -0.075 0.028 -0.704
C -0.3212 -4.6548 1.9342 0.001 0.030 -0.004 0.648
C 0.3896 -5.8961 1.4725 -0.016 0.005 0.083 -1.674
C 0.2198 -3.8769 2.9569 -0.081 -0.058 -0.054 -0.445
C -0.4110 -2.7297 3.4063 -0.060 0.076 -0.005 0.376
C 0.1904 -1.9218 4.5264 -0.241 -0.171 0.130 -1.703
H -3.8110 6.1129 -0.8447 0.014 0.024 -0.014 0.336
H -2.0446 6.2031 -0.8046 -0.022 0.030 0.013 0.314
H -2.9895 6.9820 0.4571 -0.018 0.019 -0.020 0.417
H -4.7676 4.0919 -0.0749 -0.004 -0.005 0.013 0.320
H -5.7490 2.0332 0.5347 -0.003 -0.014 0.003 0.405
H -5.7034 2.0317 2.3016 -0.033 0.022 -0.013 0.368
H -4.8183 0.8085 1.4115 -0.068 -0.003 0.036 0.224
H -0.5610 2.3402 3.6823 0.052 -0.022 -0.003 -0.017
H -0.9342 3.9758 4.2248 0.004 -0.032 0.007 0.482
H 0.2524 3.7239 2.9469 0.084 0.008 -0.017 0.312
H -1.0485 5.3595 1.5957 -0.013 0.007 0.008 0.442
H -3.9486 2.1547 4.6202 -0.048 -0.029 0.006 0.582
H -4.1176 0.0319 5.8903 0.011 -0.001 -0.001 0.423
H -3.0674 -2.0231 5.0041 0.012 0.013 0.026 0.589
H 5.6417 -2.5949 -1.9567 0.006 0.009 -0.002 0.524
H 6.9621 -1.7471 -0.0430 0.005 0.029 -0.009 0.441
H 5.9011 -0.2442 1.6135 -0.004 -0.007 0.006 0.537
H 4.2909 2.0623 -0.3725 0.022 0.036 -0.019 0.234
H 5.1138 3.1639 0.7323 0.011 0.008 -0.058 0.431
H 3.4935 3.5500 0.1624 0.021 0.011 -0.013 0.385
H 3.2691 3.8453 2.7362 -0.011 -0.006 0.021 0.407
H 2.2617 4.0442 4.8904 -0.018 0.006 0.028 0.342
H 2.9536 2.7866 5.9181 -0.013 0.041 0.019 0.439
H 1.2543 2.7078 5.4738 0.004 0.021 -0.001 0.325
H 2.0522 0.3043 4.7838 0.057 0.011 -0.001 0.587
H 2.6333 -1.8297 3.9242 0.282 0.101 -0.299 0.535
H 3.5731 -2.0016 2.4379 0.026 -0.014 -0.034 0.463
H 1.8232 -1.8182 2.3546 0.100 -0.012 0.009 -0.047
H 4.4581 0.0189 -3.3070 0.019 0.040 -0.028 0.191
H 3.7193 0.1169 -4.9141 0.024 -0.002 0.004 0.434
H 5.0930 -0.9480 -4.6365 0.029 0.032 0.014 0.410
H 2.5659 -1.8838 -5.8660 0.003 -0.013 -0.002 0.343
H 0.8561 -3.3516 -6.6121 -0.023 -0.025 -0.018 0.379
H -0.3006 -3.9142 -5.3959 -0.010 0.000 -0.030 0.338
H 1.0482 -4.9419 -5.8627 -0.014 0.007 -0.035 0.343
H 0.8625 -4.6354 -3.0841 0.020 -0.010 0.024 0.439
H 1.6659 -4.7990 -0.8983 0.006 0.038 -0.019 0.437
H 1.8444 -3.2150 -0.1441 0.043 -0.065 0.117 -0.013
H 3.2759 -4.1341 -0.5739 0.013 -0.032 0.025 0.311
H -4.0456 -2.0049 1.7335 -0.038 -0.010 -0.022 0.255
H -4.1256 -3.6238 1.0295 -0.005 0.005 -0.010 0.581
H -3.3360 -2.3246 0.1474 -0.036 0.010 -0.022 0.046
H -1.9710 -4.8692 0.5937 -0.005 0.011 -0.005 0.426
H -0.0924 -6.3206 0.5931 0.023 -0.030 -0.009 0.382
H 0.3891 -6.6508 2.2610 -0.003 -0.029 -0.031 0.429
H 1.4312 -5.6792 1.2304 -0.021 -0.032 0.013 0.328
H 1.1587 -4.1810 3.4085 -0.003 0.015 0.027 0.403
H 1.1951 -2.2734 4.7542 -0.402 -0.013 0.154 0.495
H -0.4099 -2.0094 5.4335 -0.056 0.030 0.010 0.539
H 0.2332 -0.8621 4.2664 0.041 -0.028 0.031 0.121
```
Forces are in eV/Å.

Output
- E_LUMO (alpha / beta) (eV) = -2.3 / -6.1
- HOMO (alpha / beta) (Ha) = -0.353 / -0.380
- HOMO-LUMO gap (alpha / beta) (eV) = 7.31 / 4.25
- net charge = +1
- multiplicity = 5

Entry 3:
# C3H4N2O2S

The molecule C3H4N2O2S in a non-equilibrium geometry (wB97M-V/def2-TZVPD, the Open Molecules 2025 dataset).

```
12
Properties=species:S:1:pos:R:3:forces:R:3:mulliken_charge:R:1
O -0.7711 1.2420 2.2981 0.454 -0.544 -3.197 -0.599
C -0.3800 0.7819 1.2135 -0.636 1.377 1.423 0.299
C -0.4470 1.1640 -0.2985 -1.389 3.110 0.285 -0.220
N 0.0492 -0.0906 -0.8883 -0.031 -2.196 -1.820 -0.057
S -0.4084 -0.8803 -2.4242 -0.282 1.298 0.537 -0.138
C 0.5246 -1.0419 0.0546 0.781 0.030 -0.512 0.475
O 0.9702 -2.2035 0.0049 -1.564 3.157 -0.743 -0.594
N 0.5083 -0.2444 1.1565 0.547 -3.110 7.002 -0.162
H -1.5663 1.6885 -0.7183 3.542 -2.073 1.213 0.304
H 0.3727 2.0999 -0.2383 -1.933 -2.428 -0.897 0.192
H 0.5827 -1.7645 -2.3317 0.250 -0.096 0.048 0.169
H 0.5653 -0.7512 2.1717 0.261 1.475 -3.339 0.330
```
Forces are in eV/Å.

Output
- E_LUMO (eV) = 0.4
- HOMO (Ha) = -0.339
- HOMO-LUMO gap (eV) = 9.63
- multiplicity = 1
- SMILES = O=C1CN(S)C(=O)N1